ORCA calculation (ωB97M-V with the def2-TZVPD basis set) on 3 unconnected molecules or ions with the total composition C2H10NO.

Output
- charge = +1
- E_HOMO (eV) = -15.14
- Kohn-Sham gap (eV) = 5.158

Last column: Mulliken charge in e.
Atoms and positions in Å:
C (0.318323, -2.754762, -2.966909)  -0.959
C (1.324844, -2.100334, -1.970248)  -0.210
N (1.172449, -0.737636, -2.087952)  -0.139
H (-0.686433, -2.413274, -2.722178)  0.358
H (0.546950, -2.398119, -3.968112)  0.349
H (0.360689, -3.840370, -2.937310)  0.351
H (1.007207, -2.439694, -0.945694)  0.334
H (2.349266, -2.468183, -2.116217)  0.425
H (-2.709903, 10.467830, 12.320933)  0.002
H (-3.183649, 10.300218, 11.751012)  -0.002
H (2.065442, -0.223379, -1.969427)  0.316
H (-1.421154, -0.050177, -0.373055)  0.352
H (-0.168404, -0.523168, -1.240099)  0.424
O (-0.975627, -0.818951, -0.774743)  -0.601

Force components x, y, z for each atom (eV/Å):
C -1.3 0.1 -0.2
C 1.1 0.7 -1.8
N 0.9 -1.4 0.8
H 0.0 -0.2 0.0
H 0.2 -0.1 0.0
H 0.3 0.0 0.3
H -0.5 0.2 0.1
H 0.2 0.3 0.6
H -0.4 -0.1 -0.5
H 0.4 0.1 0.5
H 0.0 -0.1 -0.2
H 0.3 -0.4 -0.2
H -1.1 0.7 0.1
O -0.1 0.0 0.5

=====

ORCA calculation (ωB97M-V with the def2-TZVPD basis set) on 2 unconnected molecules or ions with the total composition C2H10NO.

Output
- charge = +1
- E_HOMO (eV) = -14.37
- Kohn-Sham gap (eV) = 10.149

Last column: Mulliken charge in e.
Atoms and positions in Å:
N (-0.239928, -2.634582, -0.925049)  -0.486
H (-1.204959, -2.750864, -0.489970)  0.418
H (0.363293, -3.497770, -0.609917)  0.453
H (0.124189, -1.854538, -0.451806)  0.221
H (-0.491579, -2.850964, -1.981617)  0.422
C (0.171008, 0.948130, 0.881094)  -0.083
O (0.674958, 0.011225, -0.154272)  -0.602
C (-0.115474, 2.350022, 0.468930)  -1.079
H (0.851411, 1.079916, 1.719597)  0.227
H (-0.688215, 0.342068, 1.172692)  0.205
H (0.993472, 0.595011, -0.870925)  0.317
H (-0.927277, 2.470810, -0.340679)  0.322
H (0.872908, 2.871740, 0.192627)  0.348
H (-0.383813, 2.919792, 1.389293)  0.320

Force components x, y, z for each atom (eV/Å):
N -2.5 -6.3 -1.0
H 1.4 -0.1 -0.3
H -1.5 1.9 -0.6
H 1.4 3.1 -0.4
H 1.4 1.8 2.3
C -0.4 -1.4 0.1
O 0.4 1.5 -0.3
C 0.1 1.6 -1.2
H 0.4 -0.8 0.0
H -0.3 0.8 0.7
H 0.1 -0.7 0.3
H 1.4 -0.1 1.3
H -1.5 -0.8 -0.1
H -0.3 -0.5 -0.7

=====

ORCA calculation (ωB97M-V with the def2-TZVPD basis set) on 3 unconnected molecules or ions with the total composition C2H10NO2.

Output
- charge = +1
- E_HOMO (eV) = -15.07
- Kohn-Sham gap (eV) = 9.942

Last column: Mulliken charge in e.
Atoms and positions in Å:
C (1.586229, 0.795476, -0.624677)  -0.790
C (1.147930, -1.319051, -1.539704)  -0.019
N (0.727175, -0.339000, -0.752841)  0.125
H (1.322930, 1.779335, -1.114528)  0.315
H (2.471599, 0.718751, -1.200602)  0.315
H (1.670914, 1.032697, 0.502619)  0.264
H (2.115240, -1.255615, -2.177300)  0.233
H (0.537353, -2.249671, -1.637888)  0.276
H (-0.180828, -0.247031, -0.233860)  0.312
H (-2.338272, 0.683183, -0.997787)  0.294
H (-2.301504, -0.099157, 0.339031)  0.325
O (-1.938174, 0.034651, -0.494888)  -0.653
H (-0.040888, 0.191990, 3.135229)  0.331
H (-0.987435, 1.367858, 2.724220)  0.330
O (-1.032362, 0.414362, 2.859518)  -0.658

Force components x, y, z for each atom (eV/Å):
C -0.1 3.3 1.8
C -1.1 0.8 0.8
N 1.9 -1.9 -2.6
H -1.3 -1.1 0.6
H 1.4 -1.1 0.3
H 0.5 -0.4 -1.9
H -1.7 0.2 1.5
H 0.4 1.0 0.2
H 0.0 -0.8 -0.9
H -1.7 2.1 -1.2
H -1.5 0.1 2.2
O 3.2 -2.2 -0.7
H -3.3 0.6 -0.7
H -0.2 0.1 0.1
O 3.5 -0.7 0.4

=====

ORCA calculation (ωB97M-V with the def2-TZVPD basis set) on 3 unconnected molecules or ions with the total composition C2H10NO2.

Output
- charge = +1
- E_HOMO (eV) = -14.92
- Kohn-Sham gap (eV) = 11.665

Last column: Mulliken charge in e.
Atoms and positions in Å:
C (-0.855149, 1.251317, -0.510651)  -0.009
C (-2.082440, 1.072586, -0.058552)  -0.675
N (0.260799, 0.351882, -0.210933)  -0.247
H (-0.610025, 2.217147, -0.931397)  0.355
H (-2.679014, 1.962658, 0.078736)  0.242
H (-2.475118, 0.111063, 0.245429)  0.267
H (-0.050686, -0.467378, 0.319450)  0.344
H (1.039969, 0.800892, 0.278668)  0.365
H (0.529388, -0.121352, -1.098970)  0.342
H (0.598672, -2.794136, -1.482704)  0.328
H (-0.266263, -2.389634, -2.639137)  0.334
O (0.339619, -2.010262, -1.984017)  -0.658
H (2.260756, 0.678231, 3.004291)  0.327
H (2.192303, -0.759446, 2.601172)  0.323
O (1.797189, 0.096434, 2.388614)  -0.638

Force components x, y, z for each atom (eV/Å):
C -0.5 1.2 1.1
C 0.4 -0.3 0.1
N -0.6 -1.4 -1.8
H 0.7 -0.1 0.1
H -0.5 -0.2 -0.8
H 0.1 0.1 0.5
H 0.0 0.4 0.5
H 0.0 -0.1 0.0
H 0.6 0.3 0.3
H 0.2 0.1 0.0
H 0.1 0.4 0.0
O -0.3 -0.3 0.1
H -0.2 0.2 -0.1
H -0.1 0.0 -0.1
O 0.3 -0.1 0.0

=====

ORCA calculation (ωB97M-V with the def2-TZVPD basis set) on 3 unconnected molecules or ions with the total composition C2H10NO2S.

Output
- charge = -1
- E_HOMO (eV) = -2.71
- Kohn-Sham gap (eV) = 5.846

Last column: Mulliken charge in e.
Atoms and positions in Å:
C (-1.023760, 0.753751, -0.405374)  -0.542
C (-1.674391, -0.526293, -0.989451)  -0.638
S (-2.851894, -1.281444, 0.222544)  -0.705
N (-0.583696, 0.583580, 1.005171)  -0.718
H (-1.812572, 1.501352, -0.426694)  0.313
H (-0.153798, 1.023178, -1.008258)  0.256
H (-0.973894, -1.314023, -1.264730)  0.212
H (-2.285652, -0.214759, -1.836224)  0.285
H (-0.250505, -0.380610, 1.037746)  0.210
H (-1.474171, 0.489216, 1.495722)  0.286
H (2.398776, 1.218883, 1.893055)  0.295
H (1.072570, 1.533352, 1.240535)  0.465
O (1.873854, 1.993237, 1.596450)  -0.714
H (2.132974, -1.085324, -0.524830)  0.356
H (2.990218, -2.575462, -0.946888)  0.306
O (2.615939, -1.718633, -1.088774)  -0.667

Force components x, y, z for each atom (eV/Å):
C 0.0 -1.2 0.1
C -0.9 0.2 0.9
S 0.0 0.1 -0.1
N 0.1 0.0 -0.7
H 0.2 0.4 0.0
H -0.1 0.4 -0.1
H 0.3 0.3 -0.2
H 0.3 -0.1 -0.4
H 0.0 0.0 0.2
H 0.1 -0.1 0.2
H -0.3 0.9 -0.2
H -0.3 0.4 0.4
O 0.5 -1.2 -0.1
H 0.7 -1.8 0.4
H -0.5 -0.1 1.5
O -0.2 2.0 -1.9

=====

ORCA calculation (ωB97M-V with the def2-TZVPD basis set) on 3 unconnected molecules or ions with the total composition C2H10NO3.

Output
- multiplicity = 2
- charge = 0
- E_HOMO (spin up / spin down) (eV) = -10.95 / -10.43
- Kohn-Sham gap (spin up / spin down) (eV) = 11.672 / 7.502

Last column: Mulliken charge in e.
Atoms and positions in Å:
C (-2.463151, 0.651569, -0.266658)  -0.835
N (-1.192838, 1.285336, 0.183870)  -0.288
C (-0.054260, 0.721718, -0.544700)  -0.269
O (0.066152, -0.564812, -0.056486)  -0.643
H (-2.290630, -0.421833, -0.267951)  0.344
H (-3.221089, 0.754683, 0.509732)  0.341
H (-2.705891, 1.088785, -1.226084)  0.284
H (-1.058323, 1.102385, 1.179457)  0.319
H (-0.348078, 0.712015, -1.593346)  0.327
H (0.855166, 1.290461, -0.351445)  0.313
H (2.232960, -1.086390, -2.076922)  0.293
H (1.209818, -1.272745, -0.935532)  0.416
O (1.673154, -1.735229, -1.663894)  -0.638
H (0.910916, -0.313395, 1.485992)  0.413
H (2.116821, 0.541943, 2.004113)  0.296
O (1.464994, -0.127377, 2.262358)  -0.673

Force components x, y, z for each atom (eV/Å):
C 0.9 0.0 1.2
N -0.3 -1.1 0.3
C 0.0 -0.3 0.0
O -0.9 0.9 0.2
H -0.1 -0.2 -0.7
H -0.1 0.6 -0.3
H -0.4 -0.2 -0.1
H 0.1 0.3 0.0
H 0.3 0.1 -0.2
H 0.0 0.3 -0.2
H 0.4 0.4 -0.2
H 0.4 -0.4 -0.3
O -0.3 -0.4 0.1
H 0.4 -0.1 0.0
H -0.3 -0.4 0.0
O 0.2 0.4 0.3

=====

Number 1: total energy -5760.694 eV. Number 2: total energy -5766.074 eV. Number 3: total energy -7813.090 eV. Number 4: total energy -7814.092 eV. Number 5: total energy -18657.062 eV. Number 6: total energy -9866.003 eV.